A single C18H25N3O3 molecule. Source: the Open Molecules 2025 dataset; level of theory: ωB97M-V/def2-TZVPD.

Geometry as XYZ:
```
49
Properties=species:S:1:pos:R:3:lowdin_charge:R:1
C -1.205 0.050 -2.344 -0.09
C -2.215 -0.977 -1.836 -0.19
C -3.148 -0.498 -0.709 -0.31
C -3.671 0.909 -1.018 -0.16
C -4.655 1.385 0.040 -0.20
C -3.943 1.349 1.384 -0.18
C -3.448 -0.067 1.647 -0.19
N -2.514 -0.503 0.615 -0.15
C -1.886 -1.770 0.958 -0.09
C -0.379 -1.738 0.693 -0.45
O 0.295 -2.734 0.545 0.07
N 0.068 -0.458 0.712 0.14
C 1.340 0.050 0.507 -0.17
C 2.459 -0.764 0.394 0.07
C 3.731 -0.241 0.195 -0.17
O 4.832 -1.035 0.071 -0.10
C 4.676 -2.433 0.148 -0.06
C 3.899 1.161 0.116 -0.19
O 5.060 1.849 -0.071 -0.07
C 6.310 1.198 -0.115 -0.07
C 2.778 1.970 0.224 0.06
C 1.504 1.442 0.414 -0.17
C 0.377 2.282 0.502 -0.19
N -0.575 2.922 0.571 0.18
H -0.670 0.524 -1.528 0.05
H -0.479 -0.445 -2.985 0.08
H -1.694 0.826 -2.928 0.07
H -2.848 -1.277 -2.675 0.12
H -1.674 -1.867 -1.514 0.10
H -4.012 -1.193 -0.688 0.15
H -2.831 1.603 -1.037 0.11
H -4.140 0.899 -2.004 0.12
H -4.992 2.397 -0.189 0.11
H -5.531 0.732 0.064 0.11
H -4.611 1.652 2.192 0.11
H -3.091 2.030 1.362 0.09
H -2.924 -0.094 2.606 0.12
H -4.315 -0.749 1.709 0.13
H -2.329 -2.635 0.448 0.14
H -1.990 -1.953 2.033 0.13
H -0.705 0.211 0.776 0.12
H 2.304 -1.827 0.457 0.09
H 5.678 -2.841 0.016 0.10
H 4.283 -2.742 1.121 0.10
H 4.023 -2.810 -0.644 0.10
H 7.039 2.001 -0.220 0.09
H 6.510 0.643 0.803 0.10
H 6.386 0.524 -0.970 0.09
H 2.918 3.037 0.154 0.14
```

Values from the calculation:
energy relative to the best compared isomer or geometry (same formula, charge and spin)	61.5	kcal/mol
orbital gap	0.3213	Eh
SMILES	CC[C@@H]1CCCCN1CC(=O)Nc1cc(OC)c(OC)cc1C#N
LUMO level	0.027	Ha

---

A molecular structure, C28H78AsF9N7O11. Source: the Open Molecules 2025 dataset; level of theory: ωB97M-V/def2-TZVPD.

Geometry as XYZ:
```
134
Properties=species:S:1:pos:R:3:lowdin_charge:R:1
C 2.015 2.396 6.559 -0.05
C 2.463 3.109 7.857 -0.25
C 1.423 2.856 9.033 -0.17
O 1.901 3.477 10.203 -0.19
C 0.883 3.952 11.077 -0.08
N 3.679 2.341 8.136 0.21
H 4.148 2.803 8.902 0.17
H 3.449 1.447 8.547 0.17
H 4.347 2.301 7.380 0.18
H 2.532 2.594 5.620 0.10
H 1.091 2.885 6.249 0.09
H 1.722 1.347 6.587 0.09
H 2.738 4.163 7.816 0.17
H 1.124 1.829 9.244 0.13
H 0.448 3.314 8.863 0.13
H 1.241 4.532 11.928 0.10
H 0.406 3.100 11.561 0.10
H 0.156 4.638 10.643 0.10
C 5.360 -4.258 -6.515 -0.03
C 4.885 -2.910 -5.947 -0.23
C 5.104 -1.716 -6.917 -0.21
O 4.643 -0.493 -6.444 -0.19
C 4.773 0.507 -7.410 -0.07
N 3.369 -2.903 -5.422 0.24
H 2.747 -2.935 -6.218 0.16
H 3.137 -3.597 -4.726 0.16
H 3.216 -2.049 -4.905 0.15
H 5.452 -5.125 -5.860 0.09
H 6.433 -4.065 -6.524 0.10
H 4.897 -4.647 -7.422 0.10
H 5.426 -2.708 -5.023 0.15
H 4.550 -1.936 -7.829 0.13
H 6.154 -1.645 -7.200 0.15
H 4.505 1.496 -7.038 0.11
H 4.121 0.215 -8.234 0.09
H 5.824 0.460 -7.693 0.10
C -0.727 4.094 -6.079 -0.04
C -0.986 3.767 -4.554 -0.23
C -1.451 5.078 -3.831 -0.16
O -1.696 4.801 -2.450 -0.18
C -1.672 5.902 -1.577 -0.09
N -2.071 2.680 -4.567 0.23
H -2.247 2.045 -3.802 0.17
H -2.958 3.086 -4.831 0.17
H -1.842 1.954 -5.230 0.15
H 0.004 4.893 -6.204 0.09
H -1.564 4.493 -6.653 0.09
H -0.329 3.299 -6.709 0.08
H -0.122 3.342 -4.043 0.16
H -2.435 5.373 -4.196 0.14
H -0.673 5.795 -4.092 0.14
H -1.325 6.797 -2.094 0.09
H -0.912 5.775 -0.806 0.09
H -2.649 6.149 -1.163 0.10
C -4.720 -0.725 4.607 -0.04
C -4.538 0.698 5.170 -0.25
C -3.616 0.786 6.399 -0.19
O -4.451 0.218 7.389 -0.18
C -3.827 -0.220 8.618 -0.07
N -3.938 1.525 3.998 0.25
H -3.086 1.183 3.577 0.17
H -4.654 1.643 3.296 0.17
H -3.733 2.425 4.409 0.16
H -5.220 -0.737 3.638 0.09
H -5.373 -1.307 5.258 0.09
H -3.851 -1.367 4.469 0.09
H -5.525 1.078 5.434 0.17
H -3.519 1.852 6.605 0.13
H -2.674 0.247 6.298 0.13
H -3.419 0.583 9.233 0.09
H -3.004 -0.930 8.542 0.08
H -4.571 -0.753 9.210 0.10
C -4.103 -7.027 -5.617 -0.05
C -5.465 -7.515 -5.158 -0.27
C -6.047 -6.551 -4.085 -0.19
O -6.718 -5.313 -4.324 -0.15
C -5.769 -4.223 -4.535 -0.05
N -6.437 -7.600 -6.322 0.24
H -6.488 -8.325 -7.023 0.18
H -7.371 -7.499 -5.951 0.17
H -6.290 -6.761 -6.865 0.16
H -3.694 -7.640 -6.420 0.09
H -3.315 -6.994 -4.865 0.10
H -4.200 -6.059 -6.109 0.08
H -5.362 -8.549 -4.831 0.16
H -5.170 -6.354 -3.469 0.12
H -6.582 -7.090 -3.303 0.14
H -6.290 -3.571 -5.236 0.10
H -4.809 -4.604 -4.881 0.06
H -5.545 -3.637 -3.643 0.10
C 1.022 -5.862 4.383 -0.05
C 1.670 -5.456 3.087 -0.26
C 2.906 -4.500 3.320 -0.14
O 3.762 -4.321 2.140 -0.17
C 4.757 -3.393 2.375 -0.14
N 2.146 -6.751 2.392 0.24
H 3.080 -7.015 2.671 0.17
H 1.456 -7.488 2.422 0.17
H 2.147 -6.603 1.393 0.16
H 1.659 -6.376 5.103 0.10
H 0.127 -6.470 4.250 0.09
H 0.636 -4.979 4.892 0.10
H 1.015 -4.961 2.370 0.16
H 3.431 -4.649 4.263 0.13
H 2.527 -3.508 3.566 0.13
H 5.387 -3.518 3.256 0.09
H 4.405 -2.401 2.656 0.10
H 5.541 -3.372 1.618 0.10
N -0.641 -0.553 -0.039 -0.71
O 0.252 -1.058 -0.678 -0.09
O -1.799 -0.617 -0.442 -0.08
O -0.322 -0.048 1.056 -0.12
As -8.448 3.676 -0.717 0.99
F -9.529 2.694 -1.858 -0.33
F -9.912 4.657 -0.269 -0.30
F -7.371 4.708 0.349 -0.34
F -6.939 2.603 -1.169 -0.39
F -8.129 4.738 -2.074 -0.29
F -8.526 2.560 0.731 -0.34
C 7.048 7.001 -1.979 -0.46
O 7.250 5.585 -1.575 -0.14
O 8.296 7.603 -2.128 -0.23
C 6.005 6.975 -3.149 -0.63
F 6.356 6.294 -4.214 0.16
F 4.725 6.630 -2.753 0.06
F 5.782 8.181 -3.527 0.17
C 6.180 4.772 -1.021 -0.26
C 5.632 3.605 -1.927 -0.10
H 6.392 2.868 -2.187 0.05
H 5.025 2.861 -1.410 0.04
H 5.068 3.960 -2.790 0.05
H 5.353 5.328 -0.579 0.10
H 6.747 4.289 -0.225 0.09
H 6.504 7.329 -1.094 0.12
```

Values from the calculation:
energy relative to the best compared isomer or geometry (same formula, charge and spin)	280.4	kcal/mol
orbital gap	0.0549	Eh
charge	+3
LUMO level	-0.232	Ha

---

Listing electronic energy for the structures above in their given order: -1090.87839; -5457.65882 hartree.